This record from the OMol25 dataset describes a 11-piece molecular cluster, C24H74N23O10P2 overall. The level of theory is ωB97M-V with the def2-TZVPD basis set.

Output
Net charge ... +1
Energy ... -99418.7957 eV
Multiplicity ... 1
Lowest unoccupied orbital energy ... -2.2 eV

Last column: Löwdin charge in e.
Geometry (Å):
1 C 3.75069 -4.35886 1.55412  -0.12
2 C 3.64010 -3.15626 0.62387  -0.27
3 C 2.43531 -3.22378 -0.31802  -0.22
4 C 2.03245 -1.82142 -0.80182  -0.21
5 C 1.00632 -1.17218 0.13090  -0.22
6 C -0.42794 -1.62989 -0.12229  -0.22
7 C -1.43931 -0.82021 0.67803  -0.23
8 C -2.88414 -1.15923 0.31633  -0.21
9 C -3.90118 -0.76919 1.40194  -0.20
10 C -4.95583 -1.84669 1.62880  -0.22
11 C -6.19765 -1.33769 2.34902  -0.23
12 C -7.22467 -2.49837 2.50467  -0.30
13 P -8.88697 -2.08369 2.02588  0.78
14 N -9.65610 -1.28928 3.28065  -0.08
15 C -8.94313 -1.07301 0.53072  -0.27
16 C -10.16650 -1.41018 -0.30060  -0.33
17 N -11.28981 -0.84283 -0.23091  0.12
18 P -9.84981 -4.03218 1.61650  0.62
19 N -9.09624 -4.67459 0.41883  -0.31
20 H 4.48204 -4.18734 2.34449  0.07
21 H 2.79061 -4.55676 2.03875  0.07
22 H 4.02884 -5.26380 1.00820  0.07
23 H 3.55274 -2.24581 1.22426  0.11
24 H 4.54573 -3.04310 0.02753  0.08
25 H 2.66007 -3.86424 -1.17442  0.11
26 H 1.59459 -3.66613 0.22872  0.10
27 H 1.61395 -1.88702 -1.81045  0.10
28 H 2.92965 -1.19799 -0.83694  0.10
29 H 1.27418 -1.44596 1.15825  0.11
30 H 1.03633 -0.08293 0.02378  0.11
31 H -0.64719 -1.54333 -1.19422  0.12
32 H -0.54819 -2.68945 0.12892  0.11
33 H -1.26194 0.24787 0.50224  0.12
34 H -1.28544 -1.00072 1.74295  0.08
35 H -2.93716 -2.24636 0.17720  0.11
36 H -3.16015 -0.71876 -0.64594  0.11
37 H -3.35503 -0.56853 2.32732  0.11
38 H -4.40482 0.15970 1.11233  0.11
39 H -5.25821 -2.24775 0.65262  0.12
40 H -4.53350 -2.68390 2.19251  0.13
41 H -5.95094 -1.03019 3.36642  0.10
42 H -6.62729 -0.46777 1.84508  0.10
43 H -6.91882 -3.32420 1.84961  0.09
44 H -7.25994 -2.89518 3.52566  0.09
45 H -8.98930 -0.99968 4.00378  0.05
46 H -10.34591 -1.87190 3.74754  0.06
47 H -8.02567 -1.24667 -0.03562  0.10
48 H -8.97767 -0.03181 0.85993  0.10
49 H -10.04480 -2.24239 -0.99362  0.10
50 H -11.29711 -0.08283 0.45328  0.06
51 H -9.63074 -4.62757 2.87268  0.00
52 H -11.22798 -3.75900 1.53936  0.00
53 H -9.68336 -4.91058 -0.37317  -0.01
54 C 0.36891 0.30325 4.29161  -0.67
55 O -0.46389 -0.39897 3.74109  0.01
56 N 1.04592 1.28246 3.62468  0.16
57 N 0.69405 0.15522 5.61133  0.15
58 H 1.74757 1.85901 4.04854  0.10
59 H 0.84489 1.39393 2.64819  0.10
60 H 0.22656 -0.57091 6.11996  0.10
61 H 1.38626 0.71153 6.07563  0.09
62 C -6.49393 0.88525 5.95119  -0.66
63 O -7.32514 0.06747 5.53550  -0.04
64 N -6.69297 2.21548 5.89336  0.17
65 N -5.31833 0.46796 6.49299  0.17
66 H -6.02284 2.90500 6.18225  0.09
67 H -7.54221 2.54506 5.47449  0.10
68 H -5.15018 -0.52019 6.54009  0.11
69 H -4.61755 1.10043 6.83162  0.10
70 C 7.10977 -1.33683 -1.24402  -0.68
71 O 6.05298 -0.95047 -0.76064  0.00
72 N 8.16300 -0.50050 -1.47297  0.16
73 N 7.31945 -2.64258 -1.58504  0.15
74 H 9.02892 -0.82258 -1.85972  0.09
75 H 8.05359 0.47707 -1.24928  0.07
76 H 6.57631 -3.28996 -1.40633  0.08
77 H 8.18213 -3.00899 -1.94142  0.06
78 C 6.47933 3.03970 -2.37705  -0.67
79 O 7.23594 2.47485 -1.59893  0.00
80 N 6.89809 3.87736 -3.35682  0.17
81 N 5.12454 2.84626 -2.30141  0.15
82 H 6.29072 4.34531 -4.01205  0.06
83 H 7.88399 4.04236 -3.43452  0.10
84 H 4.79847 2.20002 -1.60632  0.10
85 H 4.47330 3.28686 -2.92179  0.09
86 C 6.30092 5.19334 -6.81190  -0.67
87 O 6.41864 5.61106 -5.65856  -0.02
88 N 7.32958 5.06548 -7.66823  0.18
89 N 5.07487 4.82526 -7.31188  0.15
90 H 7.20102 4.72348 -8.60786  0.06
91 H 8.25354 5.31721 -7.34286  0.07
92 H 4.27797 4.92157 -6.71318  0.09
93 H 4.95831 4.48201 -8.24709  0.08
94 C -8.17929 -3.31728 7.10520  -0.68
95 O -7.93924 -3.64485 5.94649  -0.02
96 N -8.15969 -2.01974 7.50607  0.16
97 N -8.48128 -4.24190 8.06112  0.15
98 H -8.35891 -1.73532 8.44657  0.10
99 H -7.92889 -1.32306 6.80950  0.05
100 H -8.49074 -5.20610 7.78564  0.10
101 H -8.67577 -4.00422 9.01514  0.10
102 C 6.52665 2.31524 -10.41656  -0.67
103 O 7.09321 3.35838 -10.12463  0.01
104 N 6.55204 1.22723 -9.59586  0.16
105 N 5.83243 2.16878 -11.58194  0.15
106 H 6.10033 0.35943 -9.81253  0.10
107 H 7.05845 1.31560 -8.73375  0.11
108 H 5.81142 2.95437 -12.20504  0.11
109 H 5.36823 1.32080 -11.84553  0.09
110 C -7.03299 5.63243 4.18644  -0.67
111 O -6.37768 4.79653 4.79320  0.00
112 N -6.67953 6.06259 2.94243  0.16
113 N -8.15995 6.19689 4.70969  0.15
114 H -7.19129 6.75615 2.43098  0.10
115 H -5.84591 5.67458 2.54190  0.11
116 H -8.43001 5.92082 5.63498  0.10
117 H -8.70197 6.89164 4.23189  0.10
118 C 9.88914 7.21972 -5.72025  -0.66
119 O 9.72707 6.46402 -6.66604  0.01
120 N 8.98388 8.18502 -5.40162  0.16
121 N 10.98862 7.14355 -4.91316  0.15
122 H 9.08838 8.80485 -4.62182  0.09
123 H 8.14673 8.22379 -5.95358  0.11
124 H 11.66707 6.43749 -5.12826  0.10
125 H 11.14035 7.74773 -4.12863  0.09
126 C 8.95368 -6.34989 -1.29326  -0.67
127 O 8.72747 -5.15398 -1.37424  0.02
128 N 8.64564 -7.06970 -0.17437  0.15
129 N 9.53062 -7.05690 -2.30993  0.15
130 H 8.82351 -8.05121 -0.08094  0.09
131 H 8.22617 -6.57114 0.58808  0.10
132 H 9.76977 -6.55185 -3.14227  0.10
133 H 9.72659 -8.03813 -2.25933  0.09